Computed, not measured: 8 unconnected molecules or ions with the total composition C54H87Br2N4O23PS2 at a distorted geometry, with ωB97M-V/def2-TZVPD.

For the frontier orbital gap, the calculation gives 8.21 eV. As for the total charge: 0. Its strongest force on any atom is 0.1213 Eh/bohr. The structure (SMILES) is CC(C)=CCC[C@@H](C)CC[PH](CCCCCCCSc1nnco1)(CCSc1nnco1)[C@@H](Br)[C@@H](C)Br.C[C@@H]1COC(=O)O1.C[C@@H]1COC(=O)O1.C[C@@H]1COC(=O)O1.C[C@@H]1COC(=O)O1.C[C@@H]1COC(=O)O1.C[C@@H]1COC(=O)O1.C[C@@H]1COC(=O)O1. As for the HOMO energy: -7.73 eV. The value obtained for the LUMO energy is 0.48 eV.

Last column: Löwdin charge in e.
CARTESIAN COORDINATES (ANGSTROEM)
C 2.7261 3.8431 3.1520  -0.08
C 2.4997 2.5725 4.0877  -0.29
C 1.1345 2.5170 4.9356  -0.09
C 3.4022 1.4442 4.2053  -0.09
C 4.3394 1.1406 2.9546  -0.21
C 4.2439 -0.3535 2.3886  -0.19
C 2.7379 -0.8419 2.0532  -0.33
C 1.9051 0.1772 1.1453  -0.06
C 2.9188 -2.3206 1.3821  -0.22
C 1.6545 -3.2864 1.6022  -0.30
P 0.0756 -2.7573 0.6254  0.78
C -1.0791 -4.1905 0.1734  -0.27
C -2.4881 -3.7681 -0.4756  -0.24
C -3.7224 -4.5667 0.1882  -0.19
C -5.1497 -4.2177 -0.5068  -0.18
C -5.2660 -2.6463 -0.8065  -0.22
C -6.7571 -2.0453 -0.6131  -0.24
C -6.6753 -0.5085 -1.1648  -0.45
S -6.7811 0.7477 0.2376  0.86
C -8.4730 1.4752 -0.0266  -0.54
N -8.6975 2.0163 -1.3346  -0.01
N -9.9884 2.4580 -1.2935  -0.02
C -10.5449 2.1789 -0.0093  -0.08
O -9.5715 1.5437 0.8497  -0.03
C -0.7679 -2.4985 2.3388  -0.41
C -2.2470 -1.8081 2.2237  -0.50
S -2.5583 -0.8762 3.8029  0.90
C -3.1679 -2.1871 4.9745  -0.48
N -3.4108 -3.5771 4.7340  -0.01
N -3.8677 -4.0789 5.9185  -0.04
C -3.9122 -3.0976 6.9571  -0.07
O -3.4553 -1.8888 6.3369  -0.07
C 0.9778 -2.7549 -1.0551  -0.84
Br 2.0736 -4.3597 -1.4507  0.63
C 0.0132 -2.5177 -2.3424  -0.73
C -0.7247 -1.0854 -2.3271  -0.16
Br 1.2704 -2.4300 -3.9320  0.55
H 3.8404 4.1425 3.0872  0.09
H 2.4171 3.6409 2.0543  0.07
H 2.1306 4.7565 3.4918  0.07
H 1.2134 1.6471 5.6659  0.07
H 1.0418 3.4985 5.5168  0.07
H 0.2821 2.3906 4.1712  0.09
H 3.4886 0.8012 5.1574  0.11
H 5.4505 1.3113 3.2371  0.11
H 4.1614 1.8440 2.0568  0.10
H 4.8670 -0.5194 1.4395  0.12
H 4.6536 -1.0683 3.1931  0.11
H 2.2498 -1.0518 3.0814  0.13
H 2.2007 1.2846 1.2968  0.07
H 0.8094 0.1238 1.5134  0.07
H 1.9664 -0.0092 0.0235  0.07
H 3.3173 -2.2744 0.3151  0.07
H 3.7768 -2.7940 2.0015  0.12
H 1.4146 -3.2175 2.7318  0.08
H 1.8934 -4.4073 1.4521  0.08
H -0.2537 -1.3602 0.3650  0.04
H -0.6191 -4.9912 -0.4931  0.07
H -1.3314 -4.7202 1.1716  0.09
H -2.5345 -4.0200 -1.6029  0.09
H -2.5737 -2.6332 -0.3967  0.06
H -3.7672 -4.4962 1.3254  0.09
H -3.5321 -5.6807 -0.0651  0.12
H -5.2017 -4.7586 -1.5262  0.10
H -6.0293 -4.5636 0.1453  0.11
H -4.9916 -2.4332 -1.9055  0.11
H -4.5968 -2.0222 -0.0992  0.11
H -7.1022 -2.0961 0.4746  0.10
H -7.5004 -2.5913 -1.2864  0.11
H -5.6849 -0.3173 -1.7101  0.08
H -7.5390 -0.3858 -1.8953  0.08
H -11.5794 2.3590 0.4129  0.13
H -0.1498 -1.7111 2.9241  0.06
H -0.7716 -3.4359 2.9895  0.09
H -2.9838 -2.6847 2.2125  0.05
H -2.3429 -1.1835 1.2766  0.07
H -4.2529 -3.2158 8.0442  0.14
H 1.7006 -1.8511 -1.0737  0.05
H -0.6727 -3.3965 -2.5651  0.07
H -1.4501 -1.0399 -1.4439  0.05
H -1.2582 -0.8402 -3.3120  0.08
H 0.1036 -0.3138 -2.0913  0.09
C 1.5970 7.1894 1.0203  -0.02
C 2.5958 6.4286 0.1760  -0.34
C 2.7965 7.0191 -1.1892  -0.10
O 3.1514 5.8816 -1.9683  0.06
C 2.5776 4.8025 -1.3655  -0.53
O 2.4900 3.7174 -1.8632  0.16
O 2.1126 5.1213 -0.1257  0.07
H 1.5409 6.7556 2.0224  0.07
H 1.8729 8.2409 1.1122  0.08
H 0.5923 7.1216 0.5951  0.09
H 3.5460 6.3264 0.7122  0.16
H 3.5944 7.7638 -1.2063  0.14
H 1.8886 7.4615 -1.6113  0.13
C -3.8078 -8.3410 -4.0829  -0.02
C -4.0549 -6.9470 -4.6190  -0.34
C -2.9609 -6.4482 -5.5173  -0.10
O -3.0236 -5.0395 -5.3262  0.08
C -3.5291 -4.8383 -4.0786  -0.52
O -3.5191 -3.7849 -3.5059  0.13
O -4.0413 -5.9893 -3.5631  0.08
H -4.6637 -8.6761 -3.4918  0.09
H -3.6440 -9.0556 -4.8926  0.09
H -2.9425 -8.3559 -3.4143  0.10
H -5.0318 -6.8983 -5.1123  0.16
H -3.1336 -6.7047 -6.5640  0.14
H -1.9643 -6.7953 -5.2264  0.14
C 5.0208 2.7775 -3.7202  -0.04
C 5.7074 1.4892 -3.3184  -0.32
C 5.6225 0.4120 -4.3594  -0.10
O 5.6673 -0.7773 -3.5763  0.07
C 5.1595 -0.4553 -2.3547  -0.53
O 4.8473 -1.2545 -1.5178  0.13
O 5.0451 0.8911 -2.2077  0.09
H 5.1743 3.5408 -2.9519  0.08
H 5.4063 3.1566 -4.6684  0.09
H 3.9480 2.6371 -3.8052  0.06
H 6.7468 1.6868 -3.0318  0.16
H 6.4581 0.4456 -5.0611  0.14
H 4.6860 0.4224 -4.9224  0.12
C -4.9726 -7.6585 6.0431  -0.03
C -3.9521 -8.4237 5.2291  -0.34
C -3.7165 -7.8408 3.8662  -0.11
O -3.3414 -8.9827 3.1035  0.06
C -3.9301 -10.0586 3.6973  -0.54
O -4.0045 -11.1467 3.2029  0.15
O -4.4270 -9.7330 4.9229  0.08
H -5.0545 -8.0860 7.0459  0.08
H -4.6983 -6.6049 6.1357  0.06
H -5.9669 -7.7293 5.5927  0.09
H -3.0162 -8.5221 5.7900  0.16
H -2.9189 -7.0958 3.8653  0.14
H -4.6133 -7.4013 3.4181  0.14
C 0.4723 10.2067 -4.6951  -0.02
C -0.1926 10.4962 -3.3662  -0.34
C 0.1631 11.8396 -2.7987  -0.11
O 0.0468 11.6229 -1.3973  0.07
C 0.2859 10.2989 -1.1868  -0.52
O 0.4803 9.8090 -0.1114  0.15
O 0.2811 9.6056 -2.3591  0.08
H 0.1263 9.2483 -5.0901  0.09
H 0.2511 10.9850 -5.4288  0.09
H 1.5568 10.1231 -4.5805  0.09
H -1.2777 10.3715 -3.4502  0.16
H -0.5214 12.6236 -3.1269  0.14
H 1.1897 12.1491 -3.0195  0.14
C 7.0893 2.3106 8.5695  -0.02
C 6.3406 3.3333 7.7415  -0.35
C 5.1557 2.7673 7.0151  -0.12
O 5.0579 3.5996 5.8740  0.05
C 6.3143 4.0668 5.6265  -0.53
O 6.6416 4.6232 4.6180  0.15
O 7.1511 3.8093 6.6724  0.09
H 7.8978 2.7923 9.1250  0.09
H 6.4270 1.8131 9.2817  0.09
H 7.5567 1.5559 7.9308  0.09
H 6.0566 4.1895 8.3634  0.16
H 4.2420 2.8198 7.6100  0.14
H 5.3019 1.7355 6.6793  0.13
C 0.9749 1.1825 -9.3944  -0.02
C 2.2688 1.6427 -8.7575  -0.34
C 3.2106 0.5188 -8.4364  -0.10
O 3.9299 1.0291 -7.3200  0.06
C 3.1044 1.9171 -6.6977  -0.50
O 3.3018 2.3733 -5.6067  0.13
O 2.0256 2.2123 -7.4738  0.10
H 0.3598 2.0441 -9.6658  0.09
H 1.1620 0.5922 -10.2943  0.09
H 0.3839 0.5861 -8.6937  0.10
H 2.7503 2.4024 -9.3831  0.16
H 3.8872 0.2948 -9.2629  0.14
H 2.7037 -0.4027 -8.1327  0.14